This record from OMol25 describes a single C4H16N2Si2 molecule. The level of theory is the ωB97M-V functional and the def2-TZVPD basis.

Properties
Total energy in eV: -23145.5076
Energy above the lowest of the compared OMol25 structures with the same formula, charge and spin in eV: 0.000
HOMO energy in Ha: -0.3265
SMILES: C[Si](C)(N)[Si](C)(C)N

Geometry as ORCA input:
```
! wB97M-V def2-TZVPD RIJCOSX def2/J DEFGRID3
* xyz 0 1
C -1.89445 1.62621 -0.81021
Si -1.21079 0.04744 0.00764
C -1.99800 -1.50245 -0.77687
N -1.87695 0.07912 1.61321
Si 1.11893 -0.01425 -0.06344
C 1.88581 -1.72361 -0.42980
C 1.87471 0.56728 1.60415
N 1.89221 1.02730 -1.46610
H -1.43151 2.52292 -0.40384
H -1.71022 1.62460 -1.88004
H -2.96536 1.71921 -0.65868
H -1.44479 -1.83045 -1.65106
H -2.01588 -2.33414 -0.07640
H -3.02025 -1.30982 -1.08790
H -1.76633 0.90936 2.17134
H -1.76877 -0.73088 2.20020
H 1.52457 -2.12839 -1.37048
H 2.96687 -1.66019 -0.50231
H 1.64777 -2.44134 0.34975
H 1.56655 1.57939 1.85319
H 1.56821 -0.07668 2.42310
H 2.96035 0.55628 1.57519
H 2.84961 1.28284 -1.26524
H 1.38071 1.87685 -1.66072
*
```



This record from OMol25 describes 4 unconnected molecules or ions with the total composition C4H16N8O4. The level of theory is the ωB97M-V functional and the def2-TZVPD basis.

Properties
Total energy in eV: -24519.3844
Energy above the lowest of the compared OMol25 structures with the same formula, charge and spin in eV: 3.571
HOMO energy in Ha: -0.3468
SMILES: NC(N)=O.NC(N)=O.NC(N)=O.NC(N)=O

Geometry as ORCA input:
```
! wB97M-V def2-TZVPD RIJCOSX def2/J DEFGRID3
* xyz 0 1
N 1.49102 -3.48340 -3.20936
C 2.44716 -4.19320 -3.79801
N 2.80231 -3.67742 -4.86244
O 3.02400 -5.06899 -3.23173
H 0.99523 -2.84504 -3.81497
H 1.25781 -3.57888 -2.23130
H 2.30536 -2.82101 -5.06170
H 3.69797 -4.02258 -5.17668
N -2.89345 3.52844 -0.30906
C -2.01474 4.24085 -1.01774
N -0.76768 3.96894 -0.69367
O -2.41165 4.81895 -2.05190
H -2.65972 3.05209 0.55034
H -3.80319 3.76776 -0.67676
H -0.61280 3.68419 0.26289
H 0.00241 3.96717 -1.34717
N -0.44604 -0.54329 0.39952
C 0.12005 -0.20123 -0.75271
N -0.54936 0.67849 -1.36089
O 1.08155 -0.78727 -1.22032
H -1.44046 -0.43363 0.53812
H -0.00213 -1.19338 1.03232
H -1.27404 1.16062 -0.84856
H -0.23320 0.91885 -2.28953
N -0.62347 -0.65853 5.92229
C 0.01686 0.27804 5.38067
N 0.69301 0.05752 4.26862
O -0.13029 1.45133 5.78364
H -0.56823 -1.56450 5.47927
H -1.10925 -0.50189 6.79382
H 0.71941 -0.86224 3.85216
H 0.88554 0.86326 3.69086
*
```



This record from OMol25 describes 4 unconnected molecules or ions with the total composition C4H16N8O4. The level of theory is the ωB97M-V functional and the def2-TZVPD basis.

Properties
Total energy in eV: -24519.6558
Energy above the lowest of the compared OMol25 structures with the same formula, charge and spin in eV: 3.300
HOMO energy in Ha: -0.3342
SMILES: NC(N)=O.NC(N)=O.NC(N)=O.NC(N)=O

Geometry as ORCA input:
```
! wB97M-V def2-TZVPD RIJCOSX def2/J DEFGRID3
* xyz 0 1
N 2.41859 -1.04216 2.24506
C 3.10816 -0.94437 3.36533
N 2.43516 -0.08810 4.12297
O 4.18799 -1.53000 3.67905
H 1.52934 -0.58156 2.11395
H 2.83938 -1.53090 1.46778
H 2.64689 0.16243 5.07822
H 1.72951 0.50507 3.71028
N 1.54746 4.13276 -2.23193
C 0.46958 3.66090 -2.79770
N 0.38510 2.34652 -2.95979
O -0.29673 4.37469 -3.40056
H 1.71798 5.12824 -2.23838
H 1.98154 3.61620 -1.48038
H 0.91715 1.72513 -2.36742
H -0.33386 1.99177 -3.57409
N -3.17303 -2.89087 -1.06053
C -2.44442 -2.20489 -1.83109
N -1.24876 -2.54268 -1.77610
O -2.84251 -1.25973 -2.55564
H -3.12701 -3.71324 -0.47598
H -4.14851 -2.66847 -1.19859
H -0.84138 -3.30513 -1.25377
H -0.72597 -1.95938 -2.41372
N -0.41336 0.04222 0.14427
C -0.74100 -0.07078 1.39991
N -2.03063 -0.41390 1.48229
O 0.06869 0.10118 2.27548
H 0.46284 0.46348 -0.12943
H -1.15649 -0.40419 -0.37397
H -2.42797 -0.42473 2.41079
H -2.49373 -0.67552 0.62369
*
```



This record from OMol25 describes 3 unconnected molecules or ions with the total composition C4H16NO2. The level of theory is the ωB97M-V functional and the def2-TZVPD basis.

Properties
Total energy in eV: -9987.0496
Energy above the lowest of the compared OMol25 structures with the same formula, charge and spin in eV: 0.332
HOMO energy in Ha: -0.5634

Geometry as ORCA input:
```
! wB97M-V def2-TZVPD RIJCOSX def2/J DEFGRID3
* xyz 1 1
C -2.32757 -0.43919 0.19668
C -1.17749 -1.37168 -0.08309
N -0.02450 -0.71642 -0.73653
C -0.15564 -0.43833 -2.21240
C 1.07940 0.27108 -2.73673
H -3.23476 -1.03347 0.30260
H -2.18523 0.08272 1.13473
H -2.49005 0.32392 -0.56513
H -1.41637 -2.26470 -0.66578
H -0.79794 -1.82801 0.83976
H 0.11589 0.21541 -0.31806
H 0.84803 -1.22786 -0.63595
H -0.32901 -1.39240 -2.71427
H -1.04877 0.16477 -2.38732
H 1.18629 1.27204 -2.31265
H 0.97410 0.27711 -3.81946
H 1.97723 -0.28064 -2.50474
H 0.90206 0.19463 4.17960
H 2.24795 0.87893 4.16807
O 1.42589 0.82078 3.66810
H 0.72715 2.32110 0.97195
H 1.23529 1.11289 1.78601
O 0.74409 1.35766 0.98136
*
```



This record from OMol25 describes 3 unconnected molecules or ions with the total composition C4H16NO2S. The level of theory is the ωB97M-V functional and the def2-TZVPD basis.

Properties
Total energy in eV: -20824.2860
Energy above the lowest of the compared OMol25 structures with the same formula, charge and spin in eV: 0.253
HOMO energy (spin up / spin down) in Ha: -0.1109 / -0.3248

Geometry as ORCA input:
```
! wB97M-V def2-TZVPD RIJCOSX def2/J DEFGRID3
* xyz 0 2
C 0.30631 -0.28275 1.44745
C -1.09660 -0.63152 0.89486
C -1.42172 0.12451 -0.35922
S -1.36534 1.94459 -0.37556
C -1.72291 2.32220 -2.12392
N 1.33516 -0.46751 0.32174
H 0.33615 0.71993 1.86682
H 0.68420 -1.02947 2.16674
H -1.89190 -0.41302 1.65665
H -1.10275 -1.68371 0.64117
H -2.46144 -0.09779 -0.62481
H -0.82192 -0.17117 -1.24716
H -2.80916 2.42350 -2.23182
H -1.42843 1.68341 -2.98470
H -1.24546 3.28792 -2.36861
H 0.86867 -0.48163 -0.57748
H 2.04893 0.25430 0.27153
H 1.78087 -1.46739 0.52014
H 0.92686 -3.82561 0.02807
H -0.59413 -3.98066 -0.36009
O 0.10207 -3.33390 -0.15355
H 4.46896 0.26946 1.12961
H 4.53253 -1.32550 1.04696
O 4.03455 -0.53781 0.81396
*
```



This record from OMol25 describes 3 unconnected molecules or ions with the total composition C4H16NO2S. The level of theory is the ωB97M-V functional and the def2-TZVPD basis.

Properties
Total energy in eV: -20809.8467
Energy above the lowest of the compared OMol25 structures with the same formula, charge and spin in eV: 0.191
HOMO energy (spin up / spin down) in Ha: -0.6947 / -0.6946

Geometry as ORCA input:
```
! wB97M-V def2-TZVPD RIJCOSX def2/J DEFGRID3
* xyz 2 2
C -1.17928 -0.56379 -2.00817
C -0.35746 -0.03755 -0.86121
C -0.82531 1.37934 -0.46213
C 0.18415 2.32256 0.25062
S 1.50958 2.75269 -0.88091
N -0.37449 -0.85630 0.41621
H -2.14774 -0.89470 -1.64978
H -0.75202 -1.42493 -2.51255
H -1.35971 0.18319 -2.77569
H 0.70432 -0.02855 -1.07976
H -1.25611 2.01723 -1.22338
H -1.70288 1.23783 0.17821
H 0.65826 1.88493 1.13496
H -0.39437 3.19962 0.55646
H 1.85348 3.97530 -0.40042
H -1.34297 -0.98497 0.65362
H 0.23812 -0.40629 1.09210
H 0.11981 -1.78431 0.33473
H 1.57473 0.20229 3.33864
H 0.80741 -1.09156 3.57633
O 0.99737 -0.43056 2.89914
H 0.94712 -3.62854 -0.98889
H 1.08337 -3.84663 0.55135
O 1.01461 -3.17631 -0.13949
*
```



This record from OMol25 describes 4 unconnected molecules or ions with the total composition C4H16NO3. The level of theory is the ωB97M-V functional and the def2-TZVPD basis.

Properties
Total energy in eV: -12026.9316
Energy above the lowest of the compared OMol25 structures with the same formula, charge and spin in eV: 7.701
HOMO energy in Ha: -0.5358

Geometry as ORCA input:
```
! wB97M-V def2-TZVPD RIJCOSX def2/J DEFGRID3
* xyz 1 1
C 0.06340 1.43284 0.46373
C 0.68625 0.22310 -0.20606
C 2.12995 -0.04253 0.24647
C 2.18040 -0.35906 1.75557
O 2.65232 -1.15494 -0.43034
N 0.01447 -1.08358 -0.21509
H 0.46582 2.36927 0.06952
H 0.25488 1.52545 1.53422
H -1.01596 1.57788 0.37763
H 0.81446 0.54877 -1.34318
H 2.80600 0.77566 -0.00482
H 3.20602 -0.47923 2.08549
H 1.58980 -1.25671 1.96888
H 1.62246 0.29524 2.42862
H 1.89258 -1.76832 -0.47463
H -0.59999 0.68893 -1.97504
H -0.64883 -1.10346 -0.97537
H -0.51679 -1.24984 0.63606
H -2.33678 1.45604 -1.65322
H -3.69286 1.56003 -2.27337
O -3.26065 1.54429 -1.40556
H -3.23108 -0.03962 -0.26723
H -3.50582 -1.45516 0.29614
O -2.86606 -0.73671 0.29758
*
```



This record from OMol25 describes 3 unconnected molecules or ions with the total composition C4H16NO3. The level of theory is the ωB97M-V functional and the def2-TZVPD basis.

Properties
Total energy in eV: -12034.1900
Energy above the lowest of the compared OMol25 structures with the same formula, charge and spin in eV: 0.443
HOMO energy in Ha: -0.5292

Geometry as ORCA input:
```
! wB97M-V def2-TZVPD RIJCOSX def2/J DEFGRID3
* xyz 1 1
C 0.65169 0.88091 -0.94349
O 2.00216 1.30314 -0.74892
C 0.28561 0.18830 0.35225
C -1.14549 -0.27979 0.47428
C -1.47058 -1.00962 1.77399
N 1.30799 -0.90717 0.56686
H 0.05022 1.75803 -1.09175
H 0.59498 0.18015 -1.78293
H 2.49801 1.55863 -1.53025
H 0.49031 0.89069 1.15746
H -1.70283 0.65344 0.43960
H -1.44048 -0.93336 -0.32884
H -0.97698 -1.98535 1.83982
H -1.19304 -0.46858 2.68342
H -2.54112 -1.18004 1.83022
H 1.04708 -1.82638 0.14857
H 1.54078 -1.00391 1.55071
H 2.17777 -0.60238 0.12591
H -0.56403 -3.59904 -0.86829
H 0.96338 -3.75214 -0.98653
O 0.27375 -3.29178 -0.49142
H -1.60649 3.59955 0.14697
H -2.44634 2.87941 -0.94820
O -1.67662 3.43382 -0.79892
*
```



This record from OMol25 describes a gas-phase ion, C4H16NSi2 (charge +1). The level of theory is the ωB97M-V functional and the def2-TZVPD basis.

Properties
Total energy in eV: -21643.5656
Energy above the lowest of the compared OMol25 structures with the same formula, charge and spin in eV: 0.955
HOMO energy in Ha: -0.5465
SMILES: CC(C)[NH2+]C([SiH3])[SiH3]

Geometry as ORCA input:
```
! wB97M-V def2-TZVPD RIJCOSX def2/J DEFGRID3
* xyz 1 1
C -0.18850 -2.27773 0.32332
C 0.18597 -1.01776 1.11256
C -0.39037 -1.12947 2.52519
N -0.42026 0.20841 0.40244
C -0.01935 0.73199 -1.14436
Si -1.18063 2.28684 -1.56231
Si 2.03816 0.98616 -1.45203
H -1.15103 -1.96618 0.00035
H 0.47203 -2.70273 -0.48442
H -0.58309 -3.14800 0.87525
H 1.26446 -0.75078 1.16725
H -1.34454 -1.69526 2.47283
H -0.26546 -0.23293 3.18720
H 0.32059 -1.78716 3.02836
H -1.47004 0.28729 0.22645
H -0.25088 0.97003 1.06160
H -0.36530 -0.03980 -1.74816
H -2.50547 1.80851 -1.29488
H -0.81891 2.49181 -2.94840
H -0.95241 3.41612 -0.68899
H 2.28253 1.01769 -3.02105
H 2.40390 2.43803 -1.19488
H 2.93861 0.10494 -0.84331
*
```



This record from OMol25 describes a molecular structure, C4H16NaO4. The level of theory is the ωB97M-V functional and the def2-TZVPD basis.

Properties
Total energy in eV: -17008.5591
Energy above the lowest of the compared OMol25 structures with the same formula, charge and spin in eV: 0.000
HOMO energy in Ha: -0.5121

Geometry as ORCA input:
```
! wB97M-V def2-TZVPD RIJCOSX def2/J DEFGRID3
* xyz 1 1
Na 0.68132 -0.26473 -0.11741
C 1.46209 1.62641 -2.53279
O 0.26100 1.02839 -2.01879
H 1.85070 2.38901 -1.85710
H 2.19155 0.82674 -2.64147
H 1.28510 2.06022 -3.51643
H -0.42165 1.70467 -1.99284
C -1.86166 -0.04499 2.00347
O -0.68968 -0.84894 1.87263
H -2.73754 -0.65975 2.21546
H -1.76131 0.70846 2.78921
H -2.01062 0.45084 1.04747
H -0.60164 -1.38720 2.66426
C 1.86024 1.29873 2.10906
O 1.14339 1.80756 0.97767
H 2.66565 1.98538 2.36894
H 1.19664 1.22325 2.97431
H 2.24554 0.30741 1.88653
H 0.81557 2.67000 1.24862
C -1.26250 -3.17101 -1.46878
O -0.90712 -1.78352 -1.46075
H -2.30028 -3.31561 -1.16692
H -1.12094 -3.61256 -2.45602
H -0.60635 -3.66921 -0.76259
H -1.37749 -1.32956 -2.16573
*
```



This record from OMol25 describes 4 unconnected molecules or ions with the total composition C4H16O3. The level of theory is the ωB97M-V functional and the def2-TZVPD basis.

Properties
Total energy in eV: -10549.8908
Energy above the lowest of the compared OMol25 structures with the same formula, charge and spin in eV: 0.584
HOMO energy in Ha: -0.4023
SMILES: CCCC.O.O.O

Geometry as ORCA input:
```
! wB97M-V def2-TZVPD RIJCOSX def2/J DEFGRID3
* xyz 0 1
C 1.56897 -1.91630 -0.61540
C 1.90425 -0.86049 0.42458
C 0.69315 -0.05632 0.87499
C 0.93987 1.11000 1.80311
H 1.01379 -2.74445 -0.16331
H 2.44752 -2.32602 -1.11320
H 0.92009 -1.51789 -1.40051
H 2.65527 -0.17899 0.00148
H 2.40494 -1.27748 1.30622
H -0.10945 -0.72698 1.20616
H 0.23165 0.32956 -0.04270
H 1.41300 0.83758 2.74349
H 0.02437 1.66265 1.99830
H 1.59531 1.84059 1.31343
O -3.10350 2.05968 -1.37767
H -2.64781 2.63240 -0.74827
H -2.89742 2.47640 -2.22276
O -0.12811 -0.00830 -2.87664
H 0.43723 0.66762 -3.25734
H -0.29673 0.26301 -1.96447
O -2.83225 -1.07597 1.50100
H -3.36428 -0.45851 2.01102
H -2.86985 -0.73179 0.59849
*
```



This record from OMol25 describes 4 unconnected molecules or ions with the total composition C4H16O3. The level of theory is the ωB97M-V functional and the def2-TZVPD basis.

Properties
Total energy in eV: -10549.7435
Energy above the lowest of the compared OMol25 structures with the same formula, charge and spin in eV: 0.731
HOMO energy in Ha: -0.4128
SMILES: CCCC.O.O.O

Geometry as ORCA input:
```
! wB97M-V def2-TZVPD RIJCOSX def2/J DEFGRID3
* xyz 0 1
C 1.74410 -1.14530 -1.37554
C 0.21206 -1.25757 -1.58908
C -0.48531 0.07360 -1.76285
C -1.94113 -0.18998 -2.27095
H 2.04474 -0.09408 -1.34806
H 2.33721 -1.65537 -2.13095
H 2.03240 -1.55941 -0.40626
H -0.17540 -1.83715 -0.75549
H 0.05296 -1.84780 -2.49396
H -0.59901 0.66747 -0.85180
H 0.03378 0.70680 -2.48086
H -2.52118 0.73168 -2.20049
H -2.46480 -0.97324 -1.73309
H -1.82269 -0.43194 -3.32850
O -0.06803 -1.88931 2.55400
H -0.82983 -2.22635 2.06499
H -0.06630 -0.97020 2.26411
O -0.95432 2.49915 2.53919
H -0.13358 2.73087 2.10983
H -1.02633 1.54495 2.50284
O 1.33772 1.68307 1.03177
H 1.74217 1.21320 1.77627
H 1.77682 1.20568 0.31306
*
```